Molecular formula: C7H11N2O
Method: DFT, wB97M-V/def2-TZVPD

Each atom is followed by the atoms it is bonded to, with distances in Å.
CARTESIAN COORDINATES (ANGSTROEM)
1 C 1.29788 -3.31221 0.78026  C2 1.451, C3 1.370, H11 1.074
2 C 2.32657 -2.48864 0.17168  C1 1.451, C4 1.374, H12 1.073
3 C 0.16252 -2.56287 0.94357  C1 1.370, C5 1.398, H13 1.069
4 C 1.83402 -1.22222 -0.03261  C2 1.374, C5 1.395, H14 1.071
5 C 0.47872 -1.38918 0.25252  C3 1.398, C4 1.395
6 C -0.94339 0.19604 0.02091  N9 1.440, O10 1.317
7 C -0.38874 2.69181 -0.06070  N8 1.353, N9 1.668, H15 1.089, H16 1.091
8 N -1.57986 3.33176 -0.10492  C7 1.353, H17 1.007, H18 1.006
9 N -0.41548 1.21948 -0.84411  C6 1.440, C7 1.668, H19 1.022, H20 1.031
10 O -2.18447 -0.10028 -0.30602  C6 1.317, H21 0.968
11 H 1.41437 -4.35314 1.01585  C1 1.074
12 H 3.29259 -2.84801 -0.12786  C2 1.073
13 H -0.78419 -2.86689 1.33530  C3 1.069
14 H 2.33753 -0.39159 -0.48378  C4 1.071
15 H -0.08136 2.39565 0.94151  C7 1.089
16 H 0.40501 3.22520 -0.58541  C7 1.091
17 H -1.83933 3.87354 -0.91332  N8 1.007
18 H -2.32574 3.06714 0.51648  N8 1.006
19 H 0.54949 0.98587 -1.08734  N9 1.022
20 H -0.98825 1.33195 -1.69381  N9 1.031
21 H -2.56788 -0.78342 0.26180  O10 0.968

Results
Gap between HOMO and LUMO (spin up / spin down) (eV): 6.54 / 3.79
Largest force on an atom (eV/A): 3.58
Charge: +1
E_LUMO (spin up / spin down) (eV): -5.09 / -6.47
ΔE to the lowest compared entry with this formula, charge and spin (eV): 7.408
HOMO level (spin up / spin down) (eV): -11.633 / -10.268